{"formula": "C9H14", "method": "ωB97M-V with the def2-TZVPD basis set", "symbols": ["C", "C", "C", "C", "C", "C", "C", "C", "C", "H", "H", "H", "H", "H", "H", "H", "H", "H", "H", "H", "H", "H", "H"], "positions_angstrom": [[1.583, -0.186, 0.838], [0.978, 1.436, -0.783], [0.803, -1.977, -2.408], [1.430, -1.194, -0.089], [1.275, 1.141, 0.528], [-1.674, 0.059, 1.832], [1.017, -0.898, -1.389], [0.715, 0.420, -1.708], [-2.418, 1.381, 1.612], [-2.380, -0.757, 1.976], [-0.034, -2.626, -2.138], [-1.134, -0.211, 0.920], [-1.769, 2.227, 1.845], [-3.297, 1.449, 2.252], [-2.738, 1.471, 0.574], [1.659, -2.229, 0.132], [1.660, -2.656, -2.498], [1.868, -0.436, 1.854], [1.489, 1.909, 1.261], [-0.871, 0.106, 2.565], [0.210, 0.686, -2.629], [0.956, 2.461, -1.134], [0.673, -1.577, -3.414]], "forces_ev_per_a": [[-0.572, 0.008, 0.673], [-0.557, 0.247, -0.347], [0.341, -0.589, -0.173], [0.363, -0.003, -0.565], [1.443, -0.466, -0.224], [0.117, -0.048, -1.128], [-0.685, 0.148, -0.212], [0.207, 0.176, 0.531], [0.299, -0.098, 0.252], [0.143, -0.063, 0.488], [-0.146, 0.163, -0.131], [-0.092, 0.083, -0.059], [-0.078, 0.046, -0.110], [-0.022, 0.083, 0.015], [-0.070, 0.045, 0.052], [0.057, 0.038, 0.253], [0.050, 0.183, 0.258], [0.075, -0.014, -0.035], [-0.202, 0.084, -0.064], [-0.434, -0.077, 0.488], [0.491, -0.117, -0.276], [-0.425, 0.080, 0.195], [-0.304, 0.091, 0.118]], "nbo_charge": [-0.1950, -0.1956, -0.6356, -0.2290, -0.2330, -0.6136, -0.0008, -0.2270, -0.6083, 0.2018, 0.2209, 0.2102, 0.2019, 0.2000, 0.2038, 0.2108, 0.2184, 0.2111, 0.2160, 0.2039, 0.2113, 0.2108, 0.2169], "e_above_lowest_kcal_mol": 8.6, "homo_lumo_gap_ev": 10.11, "e_homo_ev": -9.08, "e_lumo_ev": 1.03, "charge": 0, "molar_mass_g_mol": 122.21}

{"formula": "C9H14", "method": "ωB97M-V with the def2-TZVPD basis set", "symbols": ["C", "C", "C", "C", "C", "C", "C", "C", "C", "H", "H", "H", "H", "H", "H", "H", "H", "H", "H", "H", "H", "H", "H"], "positions_angstrom": [[0.337, -1.311, -0.827], [-1.897, -0.406, -0.500], [-2.031, -1.397, 0.465], [1.971, 1.827, 1.818], [-1.047, -2.351, 0.804], [-0.688, -0.352, -1.188], [-0.425, 0.634, -2.289], [0.189, -2.228, 0.196], [0.938, 1.548, 0.702], [-0.780, 0.277, -3.249], [1.247, 0.655, 0.153], [-1.414, -3.152, 1.432], [0.971, -2.935, 0.436], [1.706, 2.717, 2.362], [2.973, 1.835, 1.402], [-0.026, 1.480, 1.191], [-3.023, -1.456, 0.902], [1.908, 0.971, 2.485], [1.332, -1.319, -1.240], [-2.732, 0.204, -0.803], [-0.883, 1.567, -1.941], [0.633, 0.900, -2.233], [0.742, 2.291, -0.078]], "forces_ev_per_a": [[0.611, -0.460, 1.244], [0.360, -1.283, 0.500], [-1.803, 1.480, -0.858], [-0.534, -0.674, -1.110], [-0.285, 0.306, -0.376], [0.281, -0.010, -0.831], [0.380, 0.500, 2.093], [-0.224, -0.680, -0.068], [0.077, 0.492, 0.147], [0.049, 0.134, -0.236], [-0.284, -0.217, 0.253], [0.696, -0.120, 0.229], [0.142, 0.130, -0.092], [0.235, 0.372, 0.157], [0.173, 0.403, 0.166], [-0.373, -0.698, -0.037], [0.199, -0.222, 0.268], [0.117, 0.052, 0.279], [-0.043, 0.420, -0.736], [-0.028, 0.235, 0.199], [-0.536, -0.121, -0.689], [0.105, -0.449, -0.757], [0.683, 0.411, 0.254]], "nbo_charge": [-0.0647, -0.2645, -0.0655, -0.5964, -0.0157, 0.2592, -0.6891, -0.2463, -0.6010, 0.2829, 0.1785, 0.2535, 0.2580, 0.2242, 0.2145, 0.2049, 0.2440, 0.2050, 0.2480, 0.2575, 0.2556, 0.2510, 0.2064], "e_above_lowest_kcal_mol": 13.3, "homo_lumo_gap_ev": [10.36, 6.58], "e_homo_ev": [-14.68, -14.84], "e_lumo_ev": [-4.32, -8.26], "charge": 1, "spin_multiplicity": 2, "molar_mass_g_mol": 122.21}

{"formula": "C9H14", "method": "ωB97M-V with the def2-TZVPD basis set", "symbols": ["C", "C", "C", "C", "C", "C", "C", "C", "C", "H", "H", "H", "H", "H", "H", "H", "H", "H", "H", "H", "H", "H", "H"], "positions_angstrom": [[0.715, 1.812, -3.097], [0.517, 2.358, -0.777], [-0.006, -1.573, 2.384], [-0.623, -1.373, -1.344], [0.375, 0.526, -2.773], [-0.571, -1.411, 3.815], [-0.082, 0.101, -1.523], [-0.099, 1.075, -0.513], [0.973, 2.770, -2.048], [0.235, -1.510, 4.506], [-0.635, -1.096, 1.602], [-0.415, 0.944, 0.550], [0.939, -1.037, 2.291], [0.083, -2.694, 2.292], [-0.586, -1.817, -2.304], [-0.093, -2.043, -0.581], [-1.653, -1.351, -0.902], [1.395, 3.727, -2.262], [-1.018, -0.413, 3.908], [0.227, -0.133, -3.563], [1.131, 2.064, -4.088], [0.573, 3.093, 0.233], [-1.382, -2.020, 4.195]], "forces_ev_per_a": [[1.999, -0.160, -0.027], [-1.110, 0.296, 4.157], [-0.943, -1.119, 0.543], [0.562, 1.714, 1.746], [-0.475, 1.540, -1.106], [-0.512, 1.686, -0.521], [-1.112, -2.552, 1.162], [1.720, 3.546, 1.430], [-1.529, -1.730, 0.448], [0.533, 0.059, 0.621], [-0.097, -0.790, 0.477], [0.089, -0.339, -1.282], [0.271, -0.437, 0.212], [0.312, 1.294, -0.840], [-0.213, -0.696, -0.787], [-0.144, 1.265, -1.009], [0.620, 0.231, -0.630], [0.265, 0.425, 0.091], [0.456, 0.119, 0.228], [0.184, -1.276, -1.362], [-0.820, -0.289, 0.397], [-0.022, -1.975, -3.253], [-0.034, -0.815, -0.696]], "nbo_charge": [-0.1300, -0.2049, -0.6166, -0.6748, -0.2301, -0.6127, 0.2584, -0.1517, 0.0302, 0.2152, 0.1679, 0.2651, 0.2060, 0.2247, 0.2391, 0.2965, 0.2777, 0.2506, 0.1972, 0.2395, 0.2566, 0.2747, 0.2212], "e_above_lowest_kcal_mol": 37.7, "homo_lumo_gap_ev": [9.75, 5.61], "e_homo_ev": [-14.21, -14.21], "e_lumo_ev": [-4.46, -8.60], "charge": 1, "spin_multiplicity": 2, "molar_mass_g_mol": 122.21}